Record 1
31
Properties=species:S:1:pos:R:3:forces:R:3:lowdin_charge:R:1 method="wB97M-V/def2-TZVPD" charge=-1 spin_multiplicity=3 s2=2.02 e_homo_ha="-0.13330 / -0.16998" orbital_gap_ev="5.30 / 6.23"
W -0.963 -0.842 -1.193 -2.296 1.335 -1.673 0.741
I 3.721 -1.850 -1.985 0.096 -0.033 -0.256 0.933
C 2.866 -0.880 -0.385 -0.076 0.086 0.650 -0.673
C 3.556 -0.788 0.851 -0.006 -0.056 -0.199 -0.221
C 2.988 -0.211 1.947 -0.169 0.051 -0.012 -0.676
I 4.127 0.000 3.680 0.028 -0.049 0.091 0.887
C 1.645 0.261 1.902 -0.234 0.163 0.368 -0.209
C 0.890 0.765 2.988 0.007 -0.051 -0.103 -0.031
C -0.420 1.126 2.804 0.011 0.047 -0.316 -0.027
C -1.006 1.013 1.527 0.135 0.117 0.076 -0.110
N -0.322 0.574 0.493 0.365 -0.549 0.613 -0.039
C 0.963 0.179 0.682 0.696 0.048 -0.360 -0.201
C 1.598 -0.361 -0.498 0.260 0.699 -0.007 -0.485
O 0.929 -0.244 -1.626 0.339 -0.521 0.375 -0.357
H 4.563 -1.178 0.912 0.003 0.007 -0.028 0.075
H 1.346 0.837 3.967 0.000 -0.004 -0.002 0.064
H -1.025 1.478 3.628 0.023 0.034 0.006 0.107
H -2.043 1.268 1.353 -0.018 -0.092 -0.010 0.121
S -2.158 -2.998 -0.776 0.138 0.181 -0.068 -0.023
As -0.055 -3.127 -1.814 0.563 -0.916 0.619 0.144
S -1.672 -0.985 -3.357 0.312 -0.204 0.177 -0.021
S -1.283 -2.234 0.907 0.189 -0.001 0.113 0.009
S 0.086 -4.600 -3.218 -0.098 -0.086 -0.598 -0.151
N -1.120 1.624 -1.988 -0.382 -0.224 0.016 -0.068
N -2.354 2.070 -1.490 0.114 0.194 0.097 -0.007
C -3.271 1.123 -1.024 -0.180 -0.305 0.119 -0.734
O -4.430 1.459 -0.859 0.028 0.123 -0.032 0.035
O -2.775 -0.033 -0.708 -0.114 0.210 0.431 -0.318
H -0.413 2.326 -1.808 0.167 -0.155 0.090 0.099
H -1.178 1.368 -2.972 0.121 0.016 -0.034 0.004
H -2.792 2.860 -1.939 -0.023 -0.066 -0.141 0.131


Record 2
21
Properties=species:S:1:pos:R:3:forces:R:3:lowdin_charge:R:1 method="wB97M-V/def2-TZVPD" charge=+1 smiles="Fc1ccc2c(c1)[C@H](/C(Cl)=C/Cl)[NH+]=C2" e_homo_ha=-0.48102 orbital_gap_ev=7.78
C -0.048 -0.417 -2.290 -1.314 -0.584 -1.163 0.019
C 1.304 -0.546 -2.415 1.219 -1.901 -2.440 0.014
C 1.651 0.269 -0.151 2.048 -0.566 0.309 0.050
C -0.586 0.057 -1.099 1.440 0.607 -0.302 -0.137
C 0.305 0.447 -0.075 -1.183 1.352 1.547 -0.105
C 2.126 -0.370 -1.329 0.722 1.663 1.897 -0.207
C 0.164 -0.931 2.317 0.474 -0.592 -0.650 -0.564
C -0.739 0.041 2.255 1.039 -0.131 -1.159 -0.703
C -1.875 0.489 -0.756 3.107 0.317 3.502 0.141
C -0.584 1.035 1.075 1.703 -1.673 0.737 -0.205
N -1.841 1.001 0.468 -0.786 -0.385 -4.290 0.089
F 3.441 -0.620 -1.286 -0.902 -0.146 -0.868 0.119
Cl 0.068 -2.190 3.485 0.292 0.303 -0.382 0.683
Cl -2.180 0.260 3.156 0.366 -0.148 0.528 0.778
H -0.639 -0.775 -3.173 0.252 0.720 1.083 0.156
H 1.665 -0.956 -3.414 -0.094 0.622 1.682 0.166
H 2.453 0.491 0.650 -1.714 -0.188 -1.304 0.186
H -2.660 0.326 -1.357 -3.324 -0.110 -1.608 0.131
H -0.379 1.992 1.550 0.336 0.389 -0.651 0.177
H -2.604 1.362 0.929 -2.236 0.844 1.101 0.112
H 0.954 -0.967 1.462 -1.445 -0.391 2.431 0.101


Record 3
21
Properties=species:S:1:pos:R:3:forces:R:3:lowdin_charge:R:1 method="wB97M-V/def2-TZVPD" charge=-1 spin_multiplicity=3 s2=2.03 e_homo_ha="0.00315 / -0.18435" orbital_gap_ev="3.44 / 7.12"
C -1.528 -0.430 1.402 2.101 -1.194 -2.185 -0.151
C -1.917 0.896 1.351 0.144 2.454 0.890 -0.163
C -0.472 -0.839 0.546 -1.455 -2.482 2.615 -0.094
C -1.096 1.783 0.620 -2.073 0.025 0.610 -0.078
C 0.258 -0.057 -0.279 -0.220 -0.722 0.208 -0.251
C -0.119 1.311 -0.238 -0.259 1.220 0.527 -0.302
C 2.351 0.706 -1.474 -2.143 -1.572 -0.552 -0.094
C -0.700 1.551 -2.993 0.675 -1.521 -2.292 -0.530
C 1.369 -0.555 -1.096 4.801 0.926 0.922 -0.106
C 0.529 2.102 -1.169 0.999 1.187 0.973 -0.728
N 1.819 1.861 -1.499 1.305 0.528 -1.130 0.005
O 0.098 1.167 -3.829 -1.232 0.871 1.532 0.062
O -1.801 1.672 -2.583 0.319 0.356 0.039 0.115
Cl 0.203 3.824 -1.195 -0.239 0.417 -0.208 0.685
H -2.078 -1.135 1.965 -0.267 -0.781 0.568 0.060
H -2.560 1.173 2.203 0.069 0.661 -0.808 0.075
H -0.205 -1.889 0.722 0.153 0.154 -0.554 0.097
H -1.321 2.863 0.623 0.209 -0.737 0.036 0.079
H 3.337 0.643 -1.994 -0.590 -0.442 0.931 0.102
H 2.147 -1.356 -0.609 -2.178 1.444 -0.845 0.140
H 1.022 -0.910 -2.027 -0.119 -0.791 -1.275 0.077


Record 4
19
Properties=species:S:1:pos:R:3:forces:R:3:lowdin_charge:R:1 method="wB97M-V/def2-TZVPD" smiles="Cl[C@]12S[C@H]1C=Cc1ccccc12" e_homo_ha=-0.31735 orbital_gap_ev=8.72
C 1.646 -0.443 -2.023 1.499 -0.717 -1.881 -0.117
C 0.414 -0.923 -2.415 -1.093 -1.014 -2.595 -0.082
C 1.752 0.131 -0.822 3.663 1.245 3.519 -0.083
C -0.734 -0.697 -1.635 1.226 -0.516 -0.129 -0.041
C 0.743 0.256 0.094 -2.730 -0.737 -0.553 -0.164
C -0.557 -0.155 -0.345 1.742 -0.209 -0.864 -0.241
C 0.952 0.703 1.458 -4.213 -0.261 -0.253 -0.012
C -0.058 0.849 2.365 3.001 -0.534 0.952 -0.084
C -1.404 0.483 2.016 -2.301 0.868 -0.739 -0.584
C -1.626 -0.007 0.595 -2.219 0.309 1.818 -0.958
S -1.977 -1.230 1.940 0.419 -0.423 -0.749 0.866
Cl -3.079 0.657 -0.215 -0.087 -0.085 0.260 0.645
H 2.630 -0.515 -2.566 -1.545 -0.302 0.061 0.129
H 0.299 -1.509 -3.438 0.237 1.424 2.273 0.145
H 2.806 0.368 -0.369 -1.846 -0.182 -1.274 0.154
H -1.663 -1.068 -2.084 0.123 0.400 0.796 0.110
H 1.903 0.987 1.600 3.343 0.888 1.301 0.067
H 0.239 1.029 3.447 -0.693 0.219 -1.524 0.134
H -2.285 1.084 2.399 1.475 -0.374 -0.419 0.116


Number 1: DFT total energy -143307.2010 eV. Number 2: DFT total energy -39727.5293 eV. Number 3: DFT total energy -28588.3126 eV. Number 4: DFT total energy -33839.6313 eV.